Computed, not measured: an isolated molecule of C5H6, with ωB97M-V/def2-TZVPD.

- HOMO-LUMO gap: 9.8 eV
- Molar mass: 66.10 g/mol
- 2S+1: 1
- Calculated total energy: -194.01585 a.u.
- Charge: 0
- ΔE to the lowest compared entry with this formula, charge and spin: 1.759 eV
- HOMO level: -8.639 eV

Positions of all 11 atoms, in Å:
C 1.0747 -0.8067 0.0698
C 1.0654 0.5808 -0.0940
C -0.3878 1.0279 0.1093
C -1.1924 -0.1442 0.0128
C -0.3832 -1.1835 0.1370
H 2.0102 -1.4737 0.0969
H 2.0141 1.2808 -0.1227
H -0.4286 1.6072 0.9507
H -0.7936 1.8368 -0.6026
H -2.3320 -0.4923 -0.2735
H -0.6468 -2.2331 -0.2838